[1]
{"formula": "C3H8O", "method": "ωB97M-V/def2-TZVPD", "e_lumo_ev": 0.72, "homo_lumo_gap_ev": 7.65, "mol_weight_da": 60.10, "relative_energy_kj_mol": 522.73, "total_energy_ev": -5282.733, "charge": 0, "e_homo_ev": -6.93, "species": ["C", "C", "C", "O", "H", "H", "H", "H", "H", "H", "H", "H"], "coordinates": [[-0.1245, 0.2758, 0.1281], [-1.2063, -0.3382, -0.4845], [1.2226, -0.3598, 0.2168], [-0.2262, 1.5719, 0.4138], [0.5942, 1.9073, 0.7988], [-1.1668, -0.5827, 1.2635], [1.5728, -0.3056, 1.2505], [1.1860, -1.4024, -0.0895], [-2.1513, 0.1786, -0.5332], [-1.1464, -1.3822, -0.7346], [-0.4738, 0.2605, -1.7984], [1.9197, 0.1768, -0.4314]], "forces_ev_per_angstrom": [[-0.9, -1.2, 3.8], [1.2, 1.4, -4.5], [-0.1, 0.0, 0.2], [0.1, 0.0, -0.4], [-0.1, -0.1, 0.0], [1.3, 0.7, 0.3], [0.1, 0.0, -0.1], [0.0, 0.0, 0.0], [0.0, -0.1, 0.2], [-0.1, 0.0, 0.3], [-1.4, -0.8, 0.4], [-0.1, 0.0, -0.1]], "lowdin_charge": [-0.669, -0.182, -0.047, 0.063, 0.126, 0.147, 0.092, 0.088, 0.080, 0.073, 0.134, 0.094]}

---

[2]
{"formula": "C4H10O", "method": "ωB97M-V/def2-TZVPD", "e_lumo_ev": [-5.05, -8.44], "homo_lumo_gap_ev": [8.86, 5.48], "mol_weight_da": 74.12, "multiplicity": 2, "relative_energy_kj_mol": 20.77, "total_energy_ev": -6348.109, "charge": 1, "e_homo_ev": [-13.91, -13.91], "species": ["C", "C", "C", "C", "H", "H", "H", "H", "H", "H", "H", "H", "H", "H", "O"], "coordinates": [[-0.2509, -0.7745, 0.1424], [0.8565, -0.3551, 0.9930], [0.6589, -0.1535, 2.3812], [2.1663, -0.0430, 0.3777], [-0.0689, -0.5523, -0.9007], [-1.2109, -0.4084, 0.4983], [-0.3974, -1.8610, 0.1623], [1.4414, 0.3742, 2.9175], [-0.2332, -0.4874, 2.9027], [3.0038, -0.1495, 1.0625], [2.1275, 0.9958, 0.0181], [2.3243, -0.6879, -0.4915], [-2.8353, 1.8255, -3.3211], [-4.2548, 1.2828, -3.4143], [-3.3272, 0.9944, -3.3280]], "forces_ev_per_angstrom": [[-0.3, -0.1, -0.1], [0.1, 0.2, -0.1], [0.3, 0.1, -0.2], [-0.2, -0.6, 0.1], [-0.1, 0.2, -0.2], [-0.1, 0.2, 0.0], [0.3, -0.3, 0.3], [-0.2, -0.1, 0.2], [0.1, 0.0, -0.1], [0.0, 0.2, 0.1], [0.0, 0.0, 0.0], [0.0, 0.2, 0.0], [-0.1, -0.2, -0.1], [0.5, -0.3, 0.0], [-0.5, 0.4, 0.1]], "mulliken_spin": [0.034, 0.229, 0.524, 0.029, 0.002, 0.015, 0.054, 0.029, 0.028, 0.004, 0.048, 0.005, 0.000, 0.000, 0.000]}

---

[3]
{"formula": "C20H40NP3RuS2", "method": "ωB97M-V/def2-TZVPD", "e_lumo_ev": [-8.62, -12.61], "homo_lumo_gap_ev": [7.23, 5.20], "mol_weight_da": 552.67, "multiplicity": 6, "total_energy_ev": -74966.197, "charge": 3, "e_homo_ev": [-15.85, -17.81], "species": ["Ru", "P", "P", "P", "H", "C", "C", "H", "C", "C", "C", "C", "C", "C", "C", "C", "C", "H", "H", "H", "H", "H", "H", "H", "H", "H", "H", "H", "H", "H", "H", "H", "H", "H", "H", "H", "H", "H", "H", "H", "H", "H", "H", "H", "H", "H", "C", "C", "C", "C", "C", "C", "S", "H", "H", "H", "H", "H", "H", "S", "C", "C", "N", "C", "H", "H", "H"], "coordinates": [[-0.2132, -0.3456, -0.6417], [0.8851, -1.5012, 0.9333], [0.4976, 1.6323, 0.1451], [1.3760, -0.6216, -2.0839], [-2.7200, -2.0948, -4.0631], [-1.7052, -2.4547, -3.9174], [-1.4485, -3.5244, -3.1503], [-2.2730, -4.2403, -3.0407], [-0.1073, -1.9344, 2.4127], [2.4052, -0.8770, 1.8120], [1.4466, -3.1997, 0.4859], [-0.2387, 3.0449, -0.7667], [0.1714, 2.0644, 1.9128], [2.2288, 2.2560, 0.0706], [1.2318, -2.0780, -3.1175], [3.1779, -0.7359, -1.7889], [1.3256, 0.7923, -3.2307], [-1.0082, -2.0367, -4.6561], [-0.4605, -3.9203, -2.8523], [-1.1070, -2.2491, 2.0941], [-0.1837, -1.0852, 3.1014], [0.3562, -2.7686, 2.9527], [2.1502, 0.0104, 2.4089], [3.2065, -0.6363, 1.1005], [2.7803, -1.6527, 2.4995], [0.6316, -3.6903, -0.0640], [1.6613, -3.7744, 1.4013], [2.3547, -3.1638, -0.1288], [0.1195, 4.0199, -0.4017], [-1.3287, 3.0174, -0.6922], [0.0558, 2.9446, -1.8157], [0.6817, 2.9982, 2.2013], [0.5555, 1.2674, 2.5616], [-0.9001, 2.1860, 2.1049], [2.2993, 3.2299, 0.5781], [2.5227, 2.3909, -0.9731], [2.9091, 1.5589, 0.5632], [1.9277, -2.0622, -3.9601], [0.2381, -2.1025, -3.5301], [1.3311, -2.9904, -2.5256], [3.6759, -0.9175, -2.7518], [3.3998, -1.5752, -1.1236], [3.5515, 0.1977, -1.3617], [1.7798, 0.5258, -4.1915], [1.9002, 1.6192, -2.7954], [0.2950, 1.1219, -3.3942], [-3.8895, -2.7173, -0.8500], [-3.0344, -1.7373, -1.3905], [-3.5222, -0.7578, -2.2428], [-4.8956, -0.6070, -2.4354], [-5.7645, -1.3592, -1.6337], [-5.2553, -2.3924, -0.8467], [-3.4067, -4.2470, -0.1547], [-2.6071, -4.7072, -1.1122], [-1.9331, -1.7679, -1.2252], [-2.7956, -0.1485, -2.7939], [-5.2546, 0.1058, -3.1861], [-6.8301, -1.1444, -1.5726], [-5.9081, -3.0013, -0.2286], [-4.1626, 2.0858, 0.6335], [-3.8307, 0.9431, 1.9264], [-2.7389, 0.1597, 1.6203], [-2.1969, 0.4143, 0.3672], [-2.9017, 1.3557, -0.2781], [-4.4137, 0.8796, 2.8241], [-2.2867, -0.5941, 2.2460], [-2.6944, 1.6612, -1.3062]], "forces_ev_per_angstrom": [[-4.3, 0.0, 1.0], [2.6, -2.6, 3.7], [1.5, 4.7, 2.1], [3.3, -0.6, -3.8], [0.0, -0.6, -0.3], [0.0, -0.8, -1.0], [-0.2, -0.7, -0.8], [0.0, 0.6, 0.8], [-0.6, 0.1, 0.1], [-0.1, 0.2, -0.3], [-0.1, 0.1, -0.3], [-0.4, 0.0, -0.2], [-0.2, -0.2, 0.1], [0.3, -0.5, -0.2], [-0.3, -0.4, -0.4], [-0.1, 0.3, 0.6], [-0.1, 0.4, -0.2], [-0.1, 0.4, 0.9], [-0.7, 0.3, -0.7], [0.1, 0.0, 0.2], [-0.1, -0.1, -0.2], [0.0, 0.2, -0.2], [0.2, -0.3, -0.3], [-0.2, 0.0, 0.2], [-0.3, 0.1, -0.3], [0.3, -0.1, 0.1], [0.0, 0.3, -0.3], [-0.3, -0.1, 0.1], [0.0, -0.4, 0.1], [0.4, 0.3, -0.1], [-0.1, 0.1, 0.1], [-0.2, -0.3, -0.3], [-0.2, 0.2, -0.1], [0.2, -0.1, 0.0], [-0.2, -0.4, -0.2], [0.1, 0.0, 0.2], [0.1, 0.2, -0.1], [0.2, 0.0, 0.3], [0.3, 0.2, 0.1], [0.4, 0.1, -0.1], [-0.3, 0.1, 0.2], [0.1, 0.2, -0.1], [0.1, -0.2, 0.0], [0.0, 0.0, 0.1], [-0.2, -0.2, -0.2], [0.2, 0.0, -0.1], [0.5, -0.2, 0.3], [1.2, 0.3, -1.2], [0.4, -0.3, 0.2], [0.3, 0.2, -0.3], [-0.1, -0.9, 1.1], [-1.4, 0.5, 0.1], [-1.2, 0.7, 0.2], [0.6, 0.3, -0.2], [-1.0, -0.4, -0.2], [-0.4, -0.1, 0.3], [-0.1, -0.2, 0.5], [0.2, -0.1, -0.3], [-0.2, 0.0, -0.3], [0.7, -1.6, 0.4], [1.0, -0.1, -0.9], [-0.8, 1.0, -0.4], [-0.8, 0.8, -1.1], [0.2, -0.2, 1.0], [-0.2, 0.2, 0.2], [-0.2, 0.1, 0.0], [-0.1, -0.1, 0.5]], "mulliken_spin": [3.488, 0.075, 0.070, -0.119, -0.004, 0.035, 0.002, -0.003, 0.056, 0.034, 0.057, 0.084, 0.041, 0.023, 0.156, 0.010, 0.122, 0.005, -0.002, -0.015, 0.007, 0.007, 0.002, -0.002, 0.003, -0.028, 0.004, 0.017, 0.007, -0.007, -0.021, 0.000, 0.000, 0.001, 0.005, 0.001, 0.001, -0.005, -0.079, -0.001, 0.000, -0.005, 0.003, 0.016, 0.013, -0.033, 0.261, -0.030, 0.046, 0.179, 0.012, 0.040, 0.401, 0.004, -0.030, 0.030, -0.003, 0.003, -0.006, 0.014, -0.002, 0.040, -0.021, 0.056, 0.001, -0.008, -0.010]}

---

[4]
{"formula": "C23H27EuOSi", "method": "ωB97M-V/def2-TZVPD", "e_lumo_ev": [-0.07, -0.21], "homo_lumo_gap_ev": [4.57, 4.85], "mol_weight_da": 499.52, "multiplicity": 7, "total_energy_ev": -53535.711, "charge": 0, "e_homo_ev": [-4.64, -5.06], "species": ["C", "C", "C", "H", "C", "C", "H", "H", "H", "H", "C", "C", "C", "H", "C", "C", "H", "H", "H", "H", "Eu", "O", "C", "C", "H", "H", "H", "H", "C", "C", "C", "H", "C", "H", "C", "H", "C", "H", "C", "Si", "C", "C", "C", "C", "H", "H", "H", "H", "H", "H", "H", "H", "H"], "coordinates": [[-2.1820, 0.8278, 1.3545], [-1.3463, 1.7231, -0.7801], [-1.9904, 0.6809, -1.4547], [-0.8096, 2.5061, -1.3202], [-2.6871, -0.3082, -0.7428], [-2.7848, -0.2275, 0.6635], [-3.3079, -1.0100, 1.2226], [-2.2403, 0.9084, 2.4507], [-1.9354, 0.6400, -2.5486], [-3.1433, -1.1455, -1.2775], [2.6105, 0.8246, 0.2259], [1.7248, 1.8772, 0.0623], [1.0632, 2.2155, 1.4046], [1.5631, 2.5069, -0.8221], [1.4749, 0.9946, 2.2369], [2.4633, 0.2819, 1.5658], [3.0344, -0.5743, 1.9334], [3.3217, 0.4434, -0.5139], [1.5573, 3.1141, 1.8361], [1.0835, 0.8316, 3.2438], [0.0188, -0.2816, 0.4953], [0.4368, -2.4031, -1.9209], [0.2443, -2.5697, -3.3857], [-0.0951, -3.6185, -2.3492], [-0.5928, -2.0555, -3.8616], [1.2039, -2.6694, -3.9019], [-1.1560, -3.7460, -2.1130], [-0.9311, -6.1071, -2.2888], [0.1556, -6.0695, -2.1756], [0.7584, -4.8008, -2.2410], [2.1547, -4.6653, -2.3209], [2.6157, -3.6921, -2.5519], [2.9378, -5.7938, -2.1142], [4.0252, -5.6944, -2.0898], [2.3390, -7.0590, -1.9608], [2.9497, -7.9569, -1.8543], [0.9414, -7.2008, -2.0345], [0.4553, -8.1811, -1.9975], [-2.3350, 4.0284, 3.2851], [-0.9359, 4.2759, 2.0699], [-1.4635, 5.3782, 0.6458], [0.5622, 5.0256, 2.9216], [-0.4033, 2.6171, 1.3720], [-1.3699, 1.7976, 0.6559], [-2.5960, 4.9842, 3.7607], [-2.0384, 3.3189, 4.0702], [-3.2316, 3.6363, 2.7863], [-1.7066, 6.3860, 1.0110], [-0.6546, 5.4639, -0.0937], [-2.3490, 4.9731, 0.1367], [0.9296, 4.3716, 3.7243], [1.3836, 5.2066, 2.2142], [0.2768, 5.9901, 3.3663]], "forces_ev_per_angstrom": [[-0.7, 0.6, -0.4], [-0.1, -0.2, 0.2], [-0.1, -0.1, 0.0], [-0.2, -0.3, 0.2], [0.2, -0.1, -0.1], [-0.4, 0.1, 0.2], [0.0, 0.3, -0.3], [0.1, -0.1, -0.6], [-0.1, -0.1, 0.4], [0.1, 0.3, 0.2], [0.1, -0.3, 0.5], [-0.2, 0.0, -0.2], [0.0, 0.1, -0.9], [0.4, -0.3, 0.5], [-0.2, 0.1, 0.5], [0.4, -0.1, -0.7], [-0.2, 0.3, 0.0], [-0.3, 0.1, 0.2], [0.2, -0.5, -0.2], [0.4, 0.2, -0.2], [1.6, -0.5, -0.9], [-0.1, 1.2, -0.7], [-0.2, -0.9, 1.7], [-0.4, 0.6, -1.5], [0.4, 0.3, 0.3], [-0.5, 0.1, 0.0], [0.2, -0.1, -0.1], [0.3, -0.2, 0.3], [0.3, 0.9, 0.0], [0.5, -0.9, -0.3], [-0.3, -0.2, 0.3], [-0.3, -0.5, 0.5], [0.0, -0.5, -0.1], [-0.3, -0.1, -0.1], [-0.3, 0.1, -0.2], [-0.1, 0.4, 0.1], [0.4, -0.1, -0.1], [0.4, 0.3, 0.0], [-0.3, 0.4, 0.3], [0.9, -2.3, -0.7], [-0.2, 0.5, 0.1], [-0.1, 0.3, 0.2], [-1.0, 1.2, 0.9], [0.0, 0.2, 0.4], [-0.2, -0.2, 0.0], [0.0, 0.2, -0.2], [0.1, 0.1, 0.1], [-0.1, 0.0, -0.2], [-0.2, 0.0, 0.2], [0.2, 0.1, 0.1], [-0.1, 0.2, -0.2], [-0.2, 0.0, 0.2], [0.2, -0.1, 0.0]], "mulliken_spin": [0.038, 0.021, -0.016, 0.022, 0.013, -0.032, 0.012, 0.046, 0.004, 0.007, 0.007, 0.230, -0.163, 0.015, 0.368, -0.007, 0.025, 0.008, 0.099, -0.002, 5.333, 0.017, -0.003, -0.004, 0.001, -0.001, 0.005, 0.000, -0.001, -0.002, 0.003, 0.001, 0.000, 0.000, 0.000, 0.000, 0.000, 0.000, 0.000, -0.004, -0.001, 0.007, -0.107, 0.062, 0.001, 0.000, 0.000, 0.000, 0.000, 0.001, 0.001, -0.003, 0.002]}

---

[5]
{"formula": "C10H10ClIrNO2", "method": "ωB97M-V/def2-TZVPD", "e_lumo_ev": [2.81, 2.65], "homo_lumo_gap_ev": [4.12, 5.66], "mol_weight_da": 403.87, "multiplicity": 5, "relative_energy_kj_mol": 416.96, "total_energy_ev": -31466.333, "charge": -1, "e_homo_ev": [-1.32, -3.01], "species": ["C", "C", "C", "H", "C", "C", "H", "H", "H", "H", "Ir", "Cl", "C", "C", "C", "H", "C", "C", "H", "H", "H", "H", "O", "N", "O"], "coordinates": [[-1.1459, 1.0916, 1.5492], [-1.2216, 1.6612, 0.1962], [0.1441, 2.0842, -0.1240], [-2.1627, 1.8269, -0.4085], [0.9573, 1.8638, 1.0552], [0.1412, 1.3451, 2.0831], [0.4922, 0.9457, 3.0624], [-2.0563, 0.7402, 2.0728], [0.4440, 2.6191, -1.0663], [2.0360, 2.0266, 1.0887], [0.0398, 0.1537, 0.2674], [-0.9633, -1.8368, 1.8210], [-0.3991, -1.7128, -0.7801], [0.9139, -1.4239, -1.1377], [0.9812, -0.0674, -1.6752], [1.5609, -2.2357, -1.3322], [-0.4129, 0.3719, -1.8266], [-1.2716, -0.6355, -1.2561], [-2.3727, -0.6789, -1.2055], [-0.7301, -2.6629, -0.3916], [1.8977, 0.4224, -1.9987], [-0.7676, 1.2928, -2.3322], [1.0612, -3.4623, 0.6048], [1.0246, -2.3402, 1.0584], [1.8097, -1.3888, 0.6757]], "forces_ev_per_angstrom": [[-3.1, 2.0, 1.5], [-1.3, 3.4, 1.0], [-1.0, 4.5, -0.2], [1.4, -0.4, 0.8], [0.9, 0.8, 0.3], [0.5, 0.7, 3.1], [-0.3, 0.4, -1.1], [1.1, 0.0, -0.3], [-0.1, -0.8, 1.3], [-0.5, -0.1, 0.1], [2.1, -3.3, -0.5], [-2.6, -0.5, 3.0], [-2.6, -0.1, -2.5], [0.7, 0.8, -3.3], [-0.8, -1.9, -1.1], [1.1, -0.3, 0.2], [-0.2, -1.3, -3.4], [0.4, -1.3, -1.0], [0.9, 0.3, 0.1], [0.0, 0.3, -0.2], [-0.4, 0.0, 0.0], [0.4, -0.8, 0.6], [0.7, -3.2, -0.9], [0.9, -0.4, 1.9], [1.9, 1.3, 0.5]], "mulliken_spin": [-0.026, 0.128, 0.197, -0.059, -0.043, 0.227, 0.016, 0.025, -0.039, 0.001, 0.735, 0.339, 0.220, 0.162, -0.005, 0.026, 0.368, 0.049, -0.009, -0.012, -0.003, -0.064, 0.483, 0.959, 0.324]}